ORCA calculation (ωB97M-V/def2-TZVPD) on a 5-piece molecular cluster, C30H75N5 overall in a non-equilibrium geometry.

Geometry as XYZ:
```
110
C30H75N5 (ωB97M-V/def2-TZVPD)
C -1.229 -5.144 4.788
C -0.366 -4.005 4.293
N -0.780 -2.678 4.754
C -2.147 -2.331 4.350
C -2.752 -1.282 5.276
C 0.180 -1.673 4.303
C 1.362 -1.577 5.243
H -0.713 -6.067 4.515
H -2.193 -5.154 4.281
H -1.390 -5.118 5.863
H 0.650 -4.171 4.648
H -0.356 -4.028 3.188
H -2.090 -1.856 3.350
H -2.778 -3.209 4.279
H -2.794 -1.648 6.303
H -2.100 -0.408 5.318
H -3.741 -0.989 4.927
H -0.318 -0.701 4.331
H 0.502 -1.875 3.273
H 1.017 -1.484 6.269
H 2.108 -0.859 4.905
H 1.921 -2.524 5.226
C -4.464 -2.068 0.555
C -4.114 -2.153 -0.924
N -4.959 -3.057 -1.689
C -6.391 -3.029 -1.439
C -7.069 -1.673 -1.690
C -4.573 -3.105 -3.077
C -5.014 -4.362 -3.822
H -5.524 -1.924 0.756
H -3.859 -1.298 1.033
H -4.198 -3.002 1.065
H -4.102 -1.127 -1.329
H -3.116 -2.593 -0.976
H -6.836 -3.783 -2.084
H -6.547 -3.311 -0.398
H -7.194 -1.486 -2.757
H -8.054 -1.673 -1.219
H -6.513 -0.845 -1.251
H -3.500 -2.953 -3.184
H -5.033 -2.264 -3.640
H -4.556 -4.343 -4.820
H -6.084 -4.399 -4.024
H -4.665 -5.293 -3.372
C 1.749 0.318 -1.613
C 0.212 0.219 -1.487
N -0.356 0.415 -0.164
C -0.100 1.757 0.351
C -1.230 2.226 1.269
C 0.093 -0.581 0.812
C -0.434 -1.974 0.493
H 2.253 -0.592 -1.287
H 2.144 1.153 -1.032
H 1.993 0.495 -2.661
H -0.222 0.985 -2.132
H -0.093 -0.752 -1.876
H 0.908 1.850 0.779
H -0.137 2.446 -0.501
H -1.293 1.673 2.205
H -1.116 3.293 1.471
H -2.167 2.126 0.722
H -0.309 -0.310 1.785
H 1.195 -0.585 0.822
H -0.277 -2.304 -0.534
H -1.504 -1.968 0.696
H 0.118 -2.702 1.092
C 6.773 -3.677 -5.115
C 5.278 -3.691 -4.669
N 4.943 -2.583 -3.808
C 3.615 -2.033 -4.080
C 3.622 -1.227 -5.373
C 5.177 -2.858 -2.394
C 5.454 -1.608 -1.601
H 7.171 -4.693 -5.141
H 7.364 -3.156 -4.361
H 6.884 -3.200 -6.085
H 4.668 -3.714 -5.570
H 5.128 -4.663 -4.168
H 2.884 -2.857 -4.101
H 3.336 -1.365 -3.269
H 4.526 -0.627 -5.455
H 3.488 -1.832 -6.271
H 2.788 -0.516 -5.400
H 5.972 -3.599 -2.308
H 4.284 -3.370 -1.979
H 6.262 -1.042 -2.066
H 5.745 -1.865 -0.580
H 4.569 -0.979 -1.531
C 3.087 9.239 0.544
C 1.623 9.003 0.871
N 1.144 7.683 0.485
C 1.737 6.622 1.268
C 1.271 5.236 0.856
C -0.303 7.612 0.334
C -1.110 7.720 1.613
H 3.308 9.114 -0.513
H 3.764 8.632 1.143
H 3.291 10.284 0.799
H 1.438 9.232 1.932
H 1.049 9.728 0.286
H 2.818 6.666 1.116
H 1.576 6.731 2.356
H 1.968 4.491 1.246
H 0.287 5.015 1.267
H 1.246 5.121 -0.228
H -0.566 6.702 -0.204
H -0.578 8.459 -0.301
H -0.908 8.645 2.153
H -0.952 6.887 2.306
H -2.179 7.663 1.386
```

Calculated values
HOMO-LUMO gap: 8.6702 eV
Highest occupied orbital energy: -8.0 eV
2S+1: 1


ORCA calculation (ωB97M-V/def2-TZVPD) on a 14-piece molecular cluster, F6H26O13P overall in a non-equilibrium geometry.

Geometry as XYZ:
```
46
F6H26O13P (ωB97M-V/def2-TZVPD)
P 1.299 0.317 0.403
F 1.888 1.803 0.029
F -0.194 0.848 0.025
F 1.449 -0.180 -1.064
F 0.823 -1.200 0.746
F 2.877 -0.113 0.615
F 1.188 0.721 1.940
O 8.256 1.575 -0.852
H 8.033 1.200 -1.703
H 7.561 1.274 -0.267
O -2.096 -4.919 -2.227
H -2.003 -4.775 -3.169
H -1.255 -4.650 -1.859
O 4.820 -5.089 -0.424
H 4.352 -5.754 -0.928
H 4.290 -4.298 -0.519
O 5.927 3.776 3.397
H 6.078 2.957 3.868
H 4.998 3.753 3.167
O -1.637 2.569 -5.011
H -2.584 2.452 -4.935
H -1.289 2.262 -4.173
O 0.881 -1.317 -7.692
H 0.267 -0.713 -7.273
H 0.357 -2.093 -7.890
O -6.145 -1.828 1.148
H -5.214 -2.016 1.273
H -6.578 -2.259 1.885
O -3.020 1.628 6.274
H -2.644 2.129 5.551
H -3.736 2.175 6.598
O -4.977 4.245 1.105
H -5.352 5.124 1.045
H -4.031 4.384 1.053
O -0.989 -7.340 2.476
H -1.153 -7.040 1.582
H -1.238 -6.597 3.027
O -1.453 -3.410 5.808
H -2.162 -3.380 6.450
H -1.243 -2.492 5.639
O 5.596 6.598 -1.869
H 5.561 5.892 -2.515
H 4.882 7.186 -2.118
O -6.584 2.222 -3.199
H -6.356 1.780 -2.381
H -7.450 2.595 -3.037
```

Calculated values
Charge: -1
HOMO-LUMO gap: 10.5030 eV
Highest occupied orbital energy: -8.5 eV
2S+1: 1


ORCA calculation (ωB97M-V/def2-TZVPD) on CH4BrOP as an isolated structure in a non-equilibrium geometry.

Geometry as XYZ:
```
8
CH4BrOP (ωB97M-V/def2-TZVPD)
C 1.130 0.326 -0.046
O -1.781 -0.550 -1.003
P -0.850 0.069 0.251
Br 1.441 0.313 1.917
H 1.867 -0.508 -0.339
H -2.294 0.194 -1.284
H -0.737 -1.169 0.991
H 1.223 1.324 -0.487
```

Calculated values
HOMO-LUMO gap: 9.7458 eV
Highest occupied orbital energy: -9.3 eV
2S+1: 1


ORCA calculation (ωB97M-V/def2-TZVPD) on C3H9NO2 as an isolated structure in a non-equilibrium geometry.

Geometry as XYZ:
```
15
C3H9NO2 (ωB97M-V/def2-TZVPD)
C 0.828 0.395 0.256
C -0.810 -0.229 -0.239
C 1.742 -0.807 0.336
N -1.463 0.430 0.769
O 1.179 1.343 -0.696
O -2.985 -0.180 0.200
H 1.388 0.899 -1.528
H -3.332 0.339 -0.545
H -1.531 1.426 0.553
H 0.803 0.929 1.204
H -0.960 0.076 -1.282
H -0.773 -1.308 -0.112
H 1.383 -1.486 1.107
H 2.754 -0.488 0.592
H 1.779 -1.340 -0.616
```

Calculated values
HOMO-LUMO gap: 9.8694 eV
Highest occupied orbital energy: -9.1 eV
2S+1: 1


ORCA calculation (ωB97M-V/def2-TZVPD) on an isolated ion of composition C14H29O4S and charge -1 in a non-equilibrium geometry.

Geometry as XYZ:
```
48
C14H29O4S (ωB97M-V/def2-TZVPD)
C -2.867 3.705 1.121
C -2.431 2.363 1.692
C -0.928 2.157 1.523
C -0.519 0.750 1.953
H -0.956 0.543 2.938
H -0.962 0.050 1.247
C 0.996 0.527 2.068
C 1.802 0.916 0.816
C 1.822 -0.042 -0.378
H 2.093 -1.054 -0.071
H 2.598 0.317 -1.061
C 0.511 -0.112 -1.170
O 0.107 1.184 -1.510
S -1.504 1.217 -1.891
O -1.602 0.748 -3.261
O -1.836 2.617 -1.732
O -2.156 0.333 -0.936
C 0.655 -0.991 -2.423
H -0.027 -0.571 -3.165
C 0.287 -2.456 -2.167
C 0.915 -3.362 -3.227
H 2.002 -3.307 -3.191
H 0.619 -4.399 -3.072
H 0.588 -3.054 -4.217
C -1.231 -2.621 -2.164
H -1.520 -3.600 -1.780
H -1.700 -1.845 -1.563
H -1.613 -2.513 -3.176
H 0.681 -2.755 -1.186
H 1.678 -0.916 -2.806
H -0.280 -0.539 -0.546
H 1.429 1.872 0.451
H 2.842 1.069 1.129
C 1.259 -0.913 2.530
C 2.717 -1.186 2.884
H 3.063 -0.481 3.638
H 3.356 -1.092 2.011
H 2.829 -2.194 3.282
H 0.931 -1.605 1.753
H 0.644 -1.106 3.414
H 1.352 1.196 2.867
H -0.379 2.906 2.106
H -0.709 2.294 0.465
H -2.709 2.285 2.751
H -2.935 1.570 1.138
H -3.938 3.856 1.252
H -2.635 3.712 0.058
H -2.340 4.527 1.608
```

Calculated values
Charge: -1
HOMO-LUMO gap: 8.7837 eV
Highest occupied orbital energy: -5.7 eV
2S+1: 1


ORCA calculation (ωB97M-V/def2-TZVPD) on one molecule with the formula C3H2ClN3O in a non-equilibrium geometry.

Geometry as XYZ:
```
10
C3H2ClN3O (ωB97M-V/def2-TZVPD)
C 1.183 0.539 0.918
C 0.680 1.094 -0.437
C -0.684 -1.303 0.040
N 0.695 -0.551 1.360
N -0.259 0.606 -1.125
N -1.089 -0.463 -0.856
O -2.017 -0.704 -1.664
Cl -1.510 -2.414 0.848
H 1.822 1.218 1.628
H 1.178 1.977 -0.712
```

Calculated values
<S²>: 2.031
HOMO-LUMO gap (alpha / beta): 7.0529 / 7.1783 eV
Highest occupied orbital energy (alpha / beta): -7.1 / -9.7 eV
2S+1: 3


ORCA calculation (ωB97M-V/def2-TZVPD) on a 12-piece molecular cluster, C3H27O13S overall in a non-equilibrium geometry.

Geometry as XYZ:
```
44
C3H27O13S (ωB97M-V/def2-TZVPD)
O 1.398 2.024 0.770
C 0.208 1.706 0.747
O -0.202 0.682 1.418
C -0.944 2.337 -0.126
C -1.070 3.814 0.146
S 0.390 4.718 -0.758
H -1.823 1.726 0.009
H -0.612 2.159 -1.153
H -0.869 4.268 1.125
H -2.098 4.186 0.001
H 1.233 3.626 -0.672
H -2.780 -0.670 2.395
H -2.051 0.669 1.764
O -2.843 0.087 1.820
H 1.303 -2.425 -2.668
H -0.040 -2.085 -1.791
O 0.692 -2.690 -1.979
H 2.962 1.792 0.004
H 4.448 1.386 -0.336
O 3.557 1.433 -0.686
H 2.268 -1.021 1.694
H 0.889 -0.463 1.713
O 1.362 -1.355 1.754
H 1.461 -0.644 -1.478
H 2.526 0.388 -1.654
O 2.077 -0.332 -2.157
H 0.866 -1.221 4.228
H 0.112 0.032 3.751
O 0.239 -0.550 4.514
H -0.989 -0.599 0.350
H -1.936 -1.787 0.087
O -1.277 -1.230 -0.350
H -4.319 -0.290 -0.577
H -2.815 -0.203 -0.916
O -3.697 -0.366 -1.306
H -3.534 -2.856 -0.844
H -2.909 -4.217 -0.675
O -3.148 -3.431 -0.155
H 3.146 -2.662 -1.215
H 3.141 -2.205 0.059
O 3.684 -2.859 -0.423
H -0.023 -4.717 -1.789
H -1.251 -4.455 -2.549
O -0.840 -5.193 -2.081
```

Calculated values
Charge: -1
HOMO-LUMO gap: 9.2105 eV
Highest occupied orbital energy: -6.5 eV
2S+1: 1


ORCA calculation (ωB97M-V/def2-TZVPD) on H12O8V as an isolated structure in a non-equilibrium geometry.

Geometry as XYZ:
```
21
H12O8V (ωB97M-V/def2-TZVPD)
O 1.810 -1.273 0.811
V 0.507 -0.526 0.185
O -0.531 -0.132 1.374
O 3.118 0.563 5.069
H 3.925 0.814 4.619
H 2.902 1.321 5.612
O -1.822 0.796 -2.879
H -2.758 0.683 -3.046
H -1.425 0.826 -3.750
O 2.036 3.153 -0.799
H 2.746 3.643 -0.384
H 1.608 3.790 -1.371
O -5.561 0.355 3.007
H -4.672 0.431 2.659
H -5.443 0.298 3.956
O -1.477 -3.680 -0.804
H -2.306 -3.653 -1.281
H -1.416 -4.579 -0.480
O 2.700 -0.794 -3.879
H 3.655 -0.852 -3.917
H 2.403 -1.184 -4.701
```

Calculated values
Charge: +1
HOMO-LUMO gap: 5.7905 eV
Highest occupied orbital energy: -13.4 eV
2S+1: 1


ORCA calculation (ωB97M-V/def2-TZVPD) on a 2-piece molecular cluster, C3H11NO overall.

Geometry as XYZ:
```
16
C3H11NO (ωB97M-V/def2-TZVPD)
C -1.324 1.464 -0.505
N 2.847 -0.131 -0.327
H -0.872 2.439 -0.378
H -2.102 1.278 0.242
H -1.790 1.428 -1.494
H 1.954 0.150 -0.729
H 3.266 0.764 -0.078
H 2.576 -0.496 0.587
C -0.626 -0.807 -0.178
O -0.278 0.528 -0.417
C -0.805 -1.103 1.307
H -1.531 -1.086 -0.738
H 0.173 -1.423 -0.586
H -0.592 -2.146 1.516
H -0.083 -0.505 1.869
H -1.788 -0.848 1.684
```

Calculated values
HOMO-LUMO gap: 10.9092 eV
Highest occupied orbital energy: -9.9 eV
2S+1: 1


ORCA calculation (ωB97M-V/def2-TZVPD) on a 2-piece molecular cluster, C31H42NO2Si2 overall in a non-equilibrium geometry.

Geometry as XYZ:
```
78
C31H42NO2Si2 (ωB97M-V/def2-TZVPD)
C -4.215 -3.072 0.632
Si -3.291 -1.621 1.336
C -3.567 -0.090 0.325
C -3.625 -1.316 3.143
O -1.633 -2.063 1.398
N -0.910 -2.266 0.152
O -0.271 -3.480 0.304
Si -0.268 -4.331 1.805
C -1.877 -5.256 1.967
C 1.184 -5.472 1.507
C 0.098 -3.235 3.272
C 0.076 -1.243 0.066
C -0.241 0.065 -0.163
C 1.463 -1.731 0.190
C 2.308 -1.181 1.170
C 3.583 -1.722 1.361
C 4.060 -2.716 0.500
C 3.268 -3.157 -0.569
C 1.965 -2.692 -0.702
H -5.199 -2.729 0.275
H -3.673 -3.503 -0.222
H -4.374 -3.862 1.377
H -4.644 0.102 0.200
H -3.127 0.768 0.847
H -3.132 -0.177 -0.678
H -4.647 -0.923 3.254
H -3.540 -2.235 3.740
H -2.924 -0.573 3.553
H -1.647 -6.250 2.386
H -2.577 -4.761 2.657
H -2.378 -5.397 0.999
H 1.177 -6.291 2.244
H 1.141 -5.913 0.501
H 2.140 -4.936 1.606
H 0.568 -3.868 4.045
H 0.803 -2.429 3.030
H -0.808 -2.793 3.706
H 0.566 0.774 -0.053
H -1.275 0.346 -0.306
H 1.919 -0.363 1.781
H 4.201 -1.353 2.184
H 5.057 -3.143 0.643
H 3.641 -3.876 -1.302
H 1.318 -3.041 -1.506
C 0.256 3.007 -7.823
C 0.105 2.541 -6.408
C 0.548 1.262 -6.034
C 0.589 0.887 -4.699
C 0.246 1.819 -3.678
C 0.698 1.653 -2.321
C 0.925 2.753 -1.494
C 1.718 2.721 -0.338
C 1.493 3.552 0.795
C 2.258 3.341 1.977
C 1.940 4.001 3.147
C 0.902 4.945 3.173
C 0.585 5.665 4.443
C 0.167 5.201 2.004
C 0.452 4.529 0.826
C -0.440 2.997 -4.088
C -0.474 3.361 -5.428
H -0.171 4.005 -7.945
H 1.316 3.043 -8.114
H -0.244 2.328 -8.521
H 0.875 0.571 -6.814
H 0.943 -0.103 -4.407
H 1.094 0.674 -2.055
H 0.518 3.719 -1.806
H 2.543 2.003 -0.274
H 3.078 2.617 1.945
H 2.490 3.786 4.067
H 0.013 6.576 4.243
H -0.005 5.033 5.120
H 1.506 5.940 4.971
H -0.642 5.932 2.033
H -0.135 4.713 -0.078
H -0.904 3.633 -3.336
H -0.937 4.301 -5.738
```

Calculated values
Charge: +1
HOMO-LUMO gap: 5.0744 eV
Highest occupied orbital energy: -10.4 eV
2S+1: 1


Calculated ΔE to the lowest compared entry with this formula, charge and spin (eV), listed in the same order as above: 0.109; 3.204; 0.163; 4.865; 0.000; 2.150; 0.732; 5.307; 0.884; 0.511
Calculated total energy (eV), listed in the same order as above: -39775.3064; -52641.1579; -82479.8223; -8838.0899; -34016.9202; -22174.5611; -41005.5726; -42252.0781; -6826.3611; -54161.7105